The molecule C10H13N, computed with the ωB97M-V functional and the def2-TZVPD basis.

Summary:
F_max: 4.698 eV/Å
Highest occupied orbital energy: -8.1 eV
Orbital gap: 9.028 eV
E: -443.52623 a.u.
SMILES: CNC1Cc2ccccc2C1

```
24
Properties=species:S:1:pos:R:3:forces:R:3:lowdin_charge:R:1
C -1.4164 -1.0938 1.3561 1.483 1.204 3.050 -0.14
C -1.7941 0.4898 -0.5449 2.331 1.214 -0.362 -0.35
C -0.7312 1.6671 -0.3242 -0.996 0.499 -2.723 -0.08
C 0.6295 1.0010 -0.2526 0.097 -1.824 2.294 -0.14
C 1.7858 1.3068 0.5059 -1.796 -0.341 -1.974 -0.04
C 2.8454 0.4109 0.5298 1.380 1.002 2.576 -0.14
C 2.7457 -0.7972 -0.0556 0.304 -3.653 -1.723 -0.10
C 1.5583 -1.1665 -0.7762 2.069 -1.737 -0.447 -0.06
C 0.4888 -0.3842 -0.6862 -1.805 4.153 -1.249 -0.23
C -0.8777 -0.4291 -1.3486 -0.795 -0.959 -1.719 -0.12
H -0.4599 -0.5996 1.7610 -0.704 -1.222 -1.274 0.12
H -1.9344 -1.0383 2.3234 -0.124 -1.178 -0.003 0.09
H -1.3466 -2.1010 0.9550 0.526 -0.190 0.096 0.08
H -3.1432 -0.3415 0.7222 -0.328 0.133 -0.139 0.11
H -2.7431 0.8476 -0.9908 0.893 -0.117 -0.321 0.15
H -0.9926 2.3065 0.4755 -0.085 0.673 1.037 0.09
H -0.8977 2.2968 -1.3071 0.795 -0.903 1.678 0.15
H 1.8900 2.1924 1.0689 -0.076 1.125 0.283 0.09
H 3.6900 0.7131 1.2389 -0.967 -0.769 -1.337 0.13
H 3.5052 -1.6651 -0.0118 -0.807 2.000 0.043 0.13
H 1.5295 -2.0331 -1.4978 0.147 0.527 1.441 0.13
H -0.7099 -0.0353 -2.3832 -0.409 -0.427 0.565 0.14
H -1.4574 -1.3697 -1.3790 0.985 -0.129 -0.365 0.12
N -2.1640 -0.1777 0.6213 -2.118 0.920 0.573 -0.12
```
Positions in Å, forces in eV/Å.